Entry 1:
This record from the OMol25 dataset describes a cluster of 16 separate species, C32H58Cl31N2 in total in a non-equilibrium geometry. The level of theory is ωB97M-V/def2-TZVPD.

Last column: Mulliken charge in e.
Element x y z (Å)
C 5.780 -0.404 1.195  -1.265
C 4.636 -1.131 0.464  -0.412
C 4.337 -2.505 1.123  0.331
Cl 4.772 -3.830 -0.020  -0.196
C 2.883 -2.602 1.508  0.130
C 2.419 -2.053 2.689  -0.895
C 1.078 -2.227 3.019  -0.025
N 0.292 -2.889 2.185  1.102
C -1.131 -3.141 2.554  -1.635
C -2.134 -2.050 2.137  -0.444
C -3.312 -2.764 1.438  0.846
C -2.959 -2.934 -0.068  -1.189
C -4.701 -2.157 1.746  -0.987
C -5.242 -1.062 0.818  -0.842
C -4.302 0.084 0.510  -0.394
C -3.965 1.028 1.388  0.886
C -4.491 1.064 2.803  -1.136
C -3.051 2.184 0.975  -1.088
N 0.661 -3.382 1.025  -0.782
C 1.924 -3.245 0.702  -0.758
H 5.359 0.298 1.910  0.347
H 6.442 -1.104 1.701  0.355
H 6.344 0.170 0.464  0.369
H 4.838 -1.308 -0.588  0.303
H 3.735 -0.522 0.555  0.356
H 4.952 -2.697 1.998  0.469
H 3.083 -1.517 3.353  0.555
H 0.674 -1.857 3.949  0.546
H -1.156 -3.330 3.625  0.387
H -1.376 -4.076 2.056  0.538
H -1.714 -1.246 1.532  0.515
H -2.512 -1.588 3.051  0.303
H -3.345 -3.770 1.867  0.719
H -2.639 -3.960 -0.269  0.291
H -2.088 -2.317 -0.295  0.303
H -3.769 -2.727 -0.760  -0.049
H -4.666 -1.779 2.772  0.346
H -5.390 -2.997 1.778  0.043
H -5.595 -1.524 -0.100  0.005
H -6.115 -0.629 1.317  0.547
H -3.921 0.160 -0.506  0.360
H -3.764 0.577 3.458  0.124
H -5.476 0.606 2.878  0.361
H -4.605 2.097 3.112  -0.051
H -2.241 1.788 0.363  0.481
H -3.636 2.815 0.305  0.442
H -2.679 2.737 1.830  0.075
H 2.257 -3.681 -0.230  0.604
C -0.227 4.979 0.578  0.241
Cl 0.461 3.640 1.527  -0.186
Cl -1.405 4.436 -0.619  -0.136
H -0.729 5.660 1.256  0.294
H 0.571 5.505 0.054  -0.210
C 4.481 -3.109 -3.522  0.112
Cl 3.483 -4.281 -4.389  -0.166
Cl 5.891 -2.616 -4.469  -0.096
H 3.878 -2.235 -3.302  0.261
H 4.840 -3.562 -2.607  -0.106
C 4.803 5.429 -1.943  0.304
Cl 3.475 4.575 -1.170  -0.118
Cl 4.294 6.983 -2.608  -0.142
H 5.562 5.601 -1.216  -0.363
H 5.183 4.812 -2.750  0.302
C -4.986 5.298 3.805  -0.400
Cl -6.285 4.115 3.644  -0.138
Cl -3.485 4.753 3.029  -0.041
H -5.304 6.221 3.335  0.304
H -4.791 5.460 4.858  0.311
C -7.057 -5.258 3.753  0.173
Cl -5.495 -5.777 3.090  -0.168
Cl -7.439 -3.597 3.296  -0.109
H -7.832 -5.912 3.369  -0.231
H -7.012 -5.320 4.834  0.364
C 6.664 6.602 1.358  0.300
Cl 7.860 5.974 0.207  -0.186
Cl 5.072 5.777 1.268  -0.123
H 7.064 6.458 2.355  0.351
H 6.512 7.654 1.162  -0.346
C 6.386 10.760 1.353  0.297
Cl 5.018 9.800 1.941  -0.157
Cl 7.876 9.801 1.269  -0.162
H 6.158 11.124 0.353  -0.305
H 6.547 11.588 2.033  0.360
C -6.425 -2.215 -3.476  -0.351
Cl -5.868 -3.040 -2.013  -0.076
Cl -5.904 -0.527 -3.506  -0.143
H -6.012 -2.724 -4.338  0.305
H -7.508 -2.247 -3.499  0.303
C -0.423 7.639 -2.805  -0.349
Cl -0.024 9.281 -3.311  -0.154
Cl 0.744 7.011 -1.627  -0.094
H -1.405 7.642 -2.348  0.278
H -0.412 6.992 -3.673  0.307
C 7.501 -5.100 -7.102  -0.075
Cl 6.488 -6.264 -7.959  -0.159
Cl 8.910 -4.625 -8.065  -0.164
H 6.908 -4.219 -6.887  0.134
H 7.847 -5.554 -6.180  0.264
C 9.687 -2.683 -4.814  0.021
Cl 8.814 -1.293 -4.146  -0.161
Cl 11.430 -2.416 -4.822  -0.159
H 9.470 -3.552 -4.204  0.262
H 9.354 -2.846 -5.833  0.031
C 1.587 -6.359 3.035  0.094
Cl 0.251 -7.010 3.987  -0.151
Cl 2.641 -7.626 2.413  -0.144
H 1.174 -5.813 2.193  -0.001
H 2.174 -5.699 3.666  0.207
C 6.889 12.424 -2.756  -0.212
Cl 5.964 12.651 -1.258  -0.178
Cl 7.371 13.963 -3.466  -0.141
H 7.779 11.850 -2.526  0.254
H 6.266 11.891 -3.465  0.275
C -9.539 -7.126 0.880  0.364
Cl -9.966 -7.074 2.598  -0.209
Cl -8.971 -5.554 0.304  -0.116
H -8.749 -7.854 0.740  0.313
H -10.420 -7.410 0.315  -0.357
C -12.510 -8.149 -2.216  -0.238
Cl -11.991 -9.043 -0.779  -0.159
Cl -11.972 -6.467 -2.161  -0.136
H -12.082 -8.624 -3.091  0.270
H -13.592 -8.170 -2.263  0.269

- F_max (eV Å⁻¹) = 1.5
- E_tot (Ha) = -15629.21114
- HOMO energy (eV) = -10.28
- Kohn-Sham gap (hartree) = 0.2146
- charge = +1

=====

Entry 2:
This record from the OMol25 dataset describes a cluster of 9 separate species, C32H58O20 in total in a non-equilibrium geometry. The level of theory is ωB97M-V/def2-TZVPD.

Last column: Mulliken charge in e.
Element x y z (Å)
C 16.638 12.025 26.472  0.355
O 15.355 11.706 25.994  -0.522
C 15.016 10.430 25.752  0.837
O 15.670 9.439 25.960  -0.619
O 13.769 10.478 25.383  -0.317
C 13.007 9.293 25.182  -0.207
H 16.939 13.029 26.183  -0.180
H 17.395 11.404 25.993  -0.164
H 16.646 11.985 27.558  0.155
H 12.038 9.583 24.787  0.076
H 12.948 8.780 26.141  0.045
H 13.451 8.620 24.450  0.339
C 18.098 10.550 23.698  0.070
O 18.115 11.320 22.513  -0.374
C 17.614 12.535 22.569  0.911
O 17.130 13.076 23.535  -0.485
O 17.725 13.063 21.354  -0.385
C 17.234 14.379 21.152  -0.489
H 18.915 10.817 24.372  0.155
H 18.147 9.477 23.539  0.303
H 17.173 10.725 24.253  -0.296
H 16.157 14.464 21.274  0.147
H 17.450 14.658 20.125  0.223
H 17.759 15.033 21.849  0.277
C 18.785 12.571 30.216  -0.937
O 18.660 11.791 29.018  -0.022
C 19.230 10.594 28.966  0.620
O 19.859 10.055 29.843  -0.596
O 18.952 10.089 27.776  0.124
C 19.453 8.809 27.428  -0.917
H 19.704 13.144 30.100  0.297
H 18.773 11.968 31.118  0.372
H 17.954 13.271 30.204  0.271
H 20.505 8.835 27.146  0.297
H 18.883 8.468 26.566  0.210
H 19.279 8.103 28.239  0.352
C 7.034 3.530 27.105  -0.735
O 7.892 4.660 27.155  -0.264
C 7.639 5.643 26.319  0.704
O 6.701 5.700 25.569  -0.583
O 8.639 6.502 26.340  -0.192
C 8.761 7.604 25.432  -0.653
H 7.514 2.763 27.707  0.239
H 6.973 3.150 26.085  0.333
H 6.028 3.717 27.472  0.312
H 8.758 7.268 24.395  0.296
H 9.748 8.007 25.637  0.120
H 7.921 8.264 25.635  0.404
O 14.665 12.562 20.672  -0.581
C 13.779 12.772 21.442  0.263
C 13.795 12.425 22.944  1.144
C 12.604 13.231 23.431  -0.618
C 11.697 13.364 22.221  -0.022
O 12.582 13.295 21.091  -0.417
H 13.680 11.344 22.959  -0.167
H 14.735 12.808 23.329  -0.307
H 11.988 12.718 24.178  0.219
H 12.928 14.171 23.871  0.306
H 10.945 12.591 22.055  -0.179
H 11.183 14.325 22.153  0.349
O 21.988 16.086 27.066  -0.591
C 21.204 15.243 26.729  0.449
C 21.340 13.726 26.873  -0.482
C 20.213 13.205 25.979  0.842
C 19.300 14.411 25.730  0.102
O 20.074 15.543 26.091  -0.383
H 22.333 13.502 26.488  0.287
H 21.288 13.401 27.910  0.153
H 20.685 12.863 25.057  0.341
H 19.632 12.399 26.425  -0.781
H 18.938 14.448 24.704  -0.056
H 18.419 14.329 26.369  0.183
O 12.325 5.854 25.228  -0.598
C 11.924 5.726 26.355  0.409
C 11.552 4.391 26.998  -0.257
C 11.723 4.698 28.485  -0.587
C 11.548 6.232 28.528  -0.336
O 11.986 6.700 27.261  -0.139
H 10.522 4.183 26.701  -0.076
H 12.158 3.563 26.644  0.401
H 10.948 4.228 29.089  0.322
H 12.712 4.429 28.852  0.304
H 10.523 6.422 28.859  0.234
H 12.170 6.672 29.310  0.257
C 15.315 10.336 30.948  -0.645
C 15.278 10.256 29.424  0.561
C 14.167 9.221 29.243  -0.177
O 14.434 8.266 30.249  -0.453
C 15.056 8.886 31.369  -0.528
H 14.558 11.033 31.304  0.362
H 16.302 10.675 31.271  0.148
H 16.197 9.873 28.980  -0.339
H 15.057 11.225 28.974  0.274
H 14.211 8.779 28.245  -0.001
H 13.160 9.657 29.296  0.194
H 15.997 8.414 31.655  0.300
H 14.376 8.849 32.224  0.301
C 9.577 8.468 21.268  -0.677
C 10.511 7.339 21.661  -0.645
C 11.757 8.084 22.225  0.173
O 11.407 9.481 22.301  -0.143
C 9.992 9.604 22.161  -0.235
H 8.526 8.174 21.297  0.349
H 9.729 8.687 20.206  0.320
H 10.869 6.678 20.875  0.398
H 10.051 6.730 22.441  0.124
H 12.617 7.968 21.568  0.324
H 12.004 7.625 23.184  -0.217
H 9.688 10.595 21.827  0.268
H 9.563 9.517 23.171  0.065

- F_max (eV Å⁻¹) = 2.4
- E_tot (Ha) = -2758.91742
- HOMO energy (eV) = -9.79
- Kohn-Sham gap (hartree) = 0.3766
- SMILES = COC(=O)OC.COC(=O)OC.COC(=O)OC.COC(=O)OC.O=C1CCCO1.O=C1CCCO1.O=C1CCCO1.C1CCOC1.C1CCOC1

=====

Entry 3:
This record from the OMol25 dataset describes a structure of composition C32H59Br2ClNO4Si in a non-equilibrium geometry. The level of theory is ωB97M-V/def2-TZVPD.

Last column: Mulliken charge in e.
Element x y z (Å)
C -1.955 -1.265 -4.387  -0.514
O -1.224 -2.266 -3.679  -0.282
C -0.880 -1.844 -2.383  -1.044
O -1.115 -2.853 -1.438  -0.359
C -2.488 -3.123 -1.247  -0.955
C -3.194 -2.181 -0.257  1.267
C -4.343 -1.354 -0.885  -1.454
O -3.686 -2.916 0.872  -0.574
C 0.613 -1.360 -2.288  0.152
C 0.578 0.040 -1.636  0.656
C -0.021 -0.095 -0.197  -0.906
C 0.707 0.745 0.831  0.830
C 1.081 2.048 0.574  -0.161
C 1.707 2.790 1.540  -0.922
C 1.954 2.248 2.775  -0.662
C 1.599 0.946 3.025  -0.732
C 0.972 0.198 2.061  -0.515
O 1.111 -1.324 -3.602  -0.111
C 2.440 -1.821 -3.797  1.419
C 2.799 -1.451 -5.272  -1.476
C 2.165 -0.133 -5.769  -1.033
C 1.062 -0.403 -6.794  -0.527
Cl 0.467 1.187 -7.397  -0.232
C 3.503 -1.209 -2.834  -1.201
Br 5.260 -2.073 -3.042  0.046
C 3.711 0.351 -2.970  -0.156
C 4.209 0.868 -1.580  -0.997
Br 5.093 0.904 -4.253  -0.071
Si 2.533 -3.774 -3.765  0.560
C 3.712 -4.490 -5.050  -1.200
C 0.839 -4.529 -4.139  -1.080
C 2.971 -4.412 -2.023  -1.165
H -2.089 -1.636 -5.402  0.252
H -2.922 -1.063 -3.912  0.100
H -1.353 -0.349 -4.411  0.301
H -1.577 -1.016 -2.155  0.726
H -3.050 -3.097 -2.187  0.332
H -2.618 -4.138 -0.866  0.494
H -2.474 -1.454 0.139  -0.209
H -4.302 -1.346 -1.974  0.245
H -5.315 -1.706 -0.528  0.483
H -4.285 -0.300 -0.585  0.268
H -4.404 -2.396 1.247  0.337
H 1.166 -1.999 -1.592  -0.109
H -0.052 0.708 -2.227  0.457
H 1.580 0.446 -1.498  -1.152
H -0.078 -1.137 0.120  0.467
H -1.040 0.307 -0.262  0.085
H 0.847 2.447 -0.409  0.560
H 1.969 3.820 1.318  0.460
H 2.427 2.862 3.535  0.533
H 1.819 0.533 4.005  0.469
H 0.704 -0.822 2.316  0.502
H 3.870 -1.510 -5.457  0.457
H 2.343 -2.249 -5.876  0.701
H 2.940 0.402 -6.326  0.539
H 1.841 0.550 -4.987  0.304
H 0.257 -1.017 -6.396  0.225
H 1.546 -0.865 -7.654  0.435
H 3.277 -1.371 -1.781  0.803
H 2.778 0.868 -3.171  0.434
H 4.657 0.062 -0.994  0.239
H 4.986 1.614 -1.737  0.504
H 3.394 1.321 -1.008  0.181
H 3.197 -4.437 -6.019  0.317
H 4.653 -3.958 -5.181  0.354
H 3.868 -5.557 -4.869  0.379
H 0.228 -4.437 -3.236  0.169
H 0.960 -5.601 -4.323  0.501
H 0.347 -4.049 -4.985  0.245
H 2.546 -5.403 -1.846  0.422
H 4.055 -4.494 -1.911  0.345
H 2.643 -3.705 -1.254  0.235
C -3.537 3.302 8.541  -1.345
C -2.702 4.440 7.955  -0.473
C -2.471 4.447 6.448  -0.637
N -1.748 3.253 5.861  0.599
C -0.590 2.848 6.713  -1.195
C -2.690 2.091 5.604  -0.466
C -3.290 2.373 4.243  -0.907
C -2.108 2.903 3.442  -0.039
C -1.217 3.614 4.460  -0.572
H -3.049 2.331 8.447  0.339
H -3.687 3.469 9.606  0.413
H -4.521 3.249 8.071  0.330
H -1.744 4.490 8.477  0.349
H -3.209 5.378 8.190  0.423
H -1.856 5.316 6.214  0.340
H -3.412 4.551 5.907  0.391
H -0.955 2.476 7.667  0.406
H 0.053 3.714 6.855  0.422
H -0.049 2.056 6.202  0.427
H -2.094 1.180 5.598  0.447
H -3.443 2.036 6.383  0.237
H -4.077 3.126 4.315  0.268
H -3.730 1.483 3.799  0.501
H -2.419 3.567 2.639  0.398
H -1.557 2.080 2.981  -0.081
H -1.225 4.694 4.347  0.223
H -0.193 3.256 4.382  0.208

- F_max (eV Å⁻¹) = 2.1
- E_tot (Ha) = -7507.87465
- HOMO energy (eV) = -10.53
- Kohn-Sham gap (hartree) = 0.2977
- charge = +1

=====

Entry 4:
This record from the OMol25 dataset describes a cluster of 15 separate species, C32H59Cl28I2N2O6P in total in a non-equilibrium geometry. The level of theory is ωB97M-V/def2-TZVPD.

Last column: Mulliken charge in e.
Element x y z (Å)
C -3.453 4.433 -3.033  -1.087
C -3.379 3.137 -2.785  -0.497
C -2.105 2.317 -2.768  -0.868
C -1.622 1.890 -1.348  3.580
C -2.874 1.104 -0.791  -1.152
O -3.692 1.960 0.027  -0.341
O -4.113 1.212 1.130  -0.171
C -1.370 3.145 -0.448  -0.900
O -1.959 4.158 -0.333  -0.551
O -0.206 2.942 0.264  -0.280
C 0.214 1.547 0.241  0.585
C 1.732 1.679 0.535  -1.474
C 2.393 0.479 1.222  -0.467
O 3.452 0.665 1.748  -0.550
N 1.829 -0.861 1.223  1.285
C 2.735 -1.844 0.589  -0.782
C 1.500 -1.222 2.626  -0.889
N -0.607 0.966 1.283  1.078
C -0.560 1.692 2.573  -0.495
C -1.857 2.459 2.935  0.235
C -2.698 1.565 3.884  -0.421
C -0.244 1.182 -1.234  0.568
P -0.360 -0.709 -1.337  1.718
O -1.446 -1.140 -2.282  -0.893
C 0.810 1.469 -2.365  -2.717
I 1.312 3.569 -2.554  0.212
C 0.443 0.790 -3.768  -0.002
C 1.436 -0.358 -4.165  -0.907
I 0.725 2.306 -5.333  0.070
H -4.273 5.060 -2.687  0.415
H -2.618 4.903 -3.567  0.289
H -4.309 2.596 -2.578  0.442
H -2.326 1.378 -3.312  0.646
H -1.356 2.847 -3.374  -0.161
H -2.595 0.257 -0.154  0.165
H -3.466 0.727 -1.636  0.558
H -4.757 0.562 0.802  0.231
H 2.350 1.943 -0.332  0.098
H 1.840 2.517 1.236  0.548
H 3.614 -1.352 0.151  0.345
H 2.152 -2.388 -0.174  0.116
H 3.117 -2.603 1.285  0.083
H 0.412 -1.198 2.803  0.138
H 1.830 -2.233 2.894  0.343
H 1.936 -0.528 3.361  0.271
H -0.359 0.005 1.483  -0.377
H 0.288 2.383 2.692  0.175
H -0.435 0.929 3.360  0.570
H -2.426 2.802 2.066  -0.189
H -1.615 3.360 3.527  0.371
H -3.118 0.702 3.351  -0.180
H -2.062 1.159 4.691  0.027
H -3.507 2.122 4.369  0.085
H -0.655 -1.347 -0.095  -0.781
H 0.926 -1.172 -1.715  -0.179
H 1.740 0.984 -2.037  0.853
H -0.603 0.509 -3.874  0.414
H 2.110 -0.639 -3.347  0.233
H 0.827 -1.195 -4.534  0.253
H 2.059 -0.043 -5.009  0.413
C -3.112 -2.932 1.175  0.170
Cl -4.101 -1.802 2.103  -0.140
Cl -1.378 -2.598 1.368  -0.033
H -3.307 -3.946 1.528  -0.159
H -3.368 -2.845 0.122  0.191
C 3.509 3.827 -7.616  0.182
Cl 2.961 5.053 -8.762  -0.164
Cl 4.820 2.844 -8.279  -0.185
H 3.868 4.320 -6.719  0.284
H 2.683 3.171 -7.369  -0.223
C -4.274 -7.168 1.941  0.355
Cl -5.432 -6.346 2.994  -0.168
Cl -3.216 -6.013 1.118  -0.111
H -3.660 -7.832 2.543  -0.349
H -4.819 -7.735 1.193  0.282
C 6.736 0.645 -6.242  0.040
Cl 5.984 0.933 -4.667  -0.081
Cl 7.058 -1.070 -6.511  -0.163
H 6.053 1.003 -7.001  -0.048
H 7.674 1.188 -6.293  0.277
C -5.854 3.078 -6.271  -0.393
Cl -5.065 3.793 -4.843  -0.049
Cl -5.461 1.359 -6.418  -0.161
H -6.930 3.183 -6.178  0.285
H -5.508 3.593 -7.161  0.284
C -6.400 3.004 3.135  -0.019
Cl -5.444 4.187 4.045  -0.120
Cl -6.155 1.356 3.728  -0.162
H -7.447 3.253 3.240  0.140
H -6.106 3.050 2.091  0.157
C -0.607 -8.746 4.003  -0.262
Cl -2.239 -9.351 3.681  -0.192
Cl 0.069 -7.927 2.592  -0.131
H -0.652 -8.043 4.828  0.264
H 0.030 -9.584 4.262  0.301
C 6.598 0.728 -0.858  -0.482
Cl 7.088 -0.339 0.462  -0.095
Cl 5.021 0.272 -1.510  -0.064
H 6.540 1.745 -0.484  0.301
H 7.333 0.663 -1.653  0.336
C -2.397 2.750 7.535  -0.317
Cl -2.927 3.981 6.383  -0.120
Cl -1.074 1.773 6.879  -0.128
H -2.050 3.239 8.439  0.341
H -3.236 2.101 7.760  0.239
C 6.692 -2.526 3.405  -0.082
Cl 7.166 -3.759 4.585  -0.202
Cl 5.059 -2.805 2.793  -0.127
H 6.724 -1.554 3.884  0.124
H 7.387 -2.554 2.574  0.248
C 7.170 -1.620 7.442  0.008
Cl 7.427 -0.301 6.290  -0.161
Cl 5.920 -1.213 8.623  -0.162
H 6.863 -2.504 6.897  0.025
H 8.100 -1.809 7.967  0.289
C -8.550 3.918 6.396  -0.111
Cl -9.768 2.851 7.102  -0.163
Cl -9.020 4.465 4.782  -0.166
H -8.430 4.785 7.036  0.312
H -7.611 3.378 6.320  0.132
C -4.261 -6.124 -3.050  -0.360
Cl -3.382 -4.998 -2.013  -0.026
Cl -3.970 -7.804 -2.578  -0.158
H -5.323 -5.918 -2.969  0.266
H -3.932 -5.986 -4.074  0.304
C 10.685 -1.530 -8.343  -0.293
Cl 10.715 -2.267 -6.737  -0.140
Cl 9.990 0.095 -8.302  -0.129
H 11.701 -1.465 -8.716  0.313
H 10.085 -2.149 -9.001  0.252

- F_max (eV Å⁻¹) = 2.4
- E_tot (Ha) = -15637.48286
- HOMO energy (eV) = -8.05
- Kohn-Sham gap (hartree) = 0.2825

=====

- F_max of number 1 (C32H58Cl31N2)?
  1.5 eV Å⁻¹

=====

- Look up the Kohn-Sham gap of the third one.
  0.2977 hartree